Below is a molecular structure, C25H58N10PtSe2, with properties calculated with wB97M-V/def2-TZVPD.

Values from the calculation:
2S+1 = 5
E_HOMO (spin up / spin down) = -17.51 / -19.04 eV
LUMO energy (spin up / spin down) = -0.3348 / -0.4844 Ha
Total charge = +4
Frontier orbital gap (spin up / spin down) = 8.4 / 5.9 eV

```
96
C25H58N10PtSe2 (wB97M-V/def2-TZVPD)
Pt 0.817 -0.411 0.075
C 4.395 1.085 1.897
N 4.805 0.060 0.930
C 5.972 -0.740 1.329
C 4.298 0.012 -0.291
N 2.955 0.441 -0.421
C 2.627 1.202 -1.615
C 1.608 2.284 -1.265
N 0.352 1.812 -0.594
C 0.025 2.836 0.452
C -1.431 3.163 0.785
N -2.316 2.077 1.139
C -3.612 2.327 1.280
N -4.417 1.314 1.662
C -5.867 1.402 1.521
C -3.927 0.198 2.471
N -4.180 3.564 1.149
C -4.177 4.291 -0.127
C -5.062 4.098 2.191
C -0.754 1.653 -1.567
C -0.554 0.405 -2.404
N -0.453 -0.755 -1.504
C -1.105 -1.876 -1.914
N -1.780 -2.609 -1.018
C -2.250 -2.060 0.245
C -2.118 -4.022 -1.242
N -1.161 -2.201 -3.214
C -0.049 -1.938 -4.124
C -2.358 -2.765 -3.857
N 4.988 -0.429 -1.333
C 6.447 -0.241 -1.471
C 4.358 -1.119 -2.467
H 4.175 0.613 2.852
H 3.529 1.628 1.531
H 5.220 1.785 2.035
H 5.821 -1.006 2.374
H 6.902 -0.180 1.253
H 6.022 -1.639 0.723
H 2.209 0.511 -2.355
H 3.508 1.663 -2.068
H 1.359 2.817 -2.188
H 2.089 3.006 -0.608
H 0.394 3.802 0.095
H 0.606 2.594 1.344
H -1.846 3.805 0.011
H -1.355 3.813 1.669
H -6.332 1.777 2.434
H -6.245 0.399 1.330
H -6.123 2.052 0.689
H -4.458 -0.703 2.174
H -4.136 0.391 3.525
H -2.862 0.075 2.314
H -3.561 3.774 -0.858
H -3.824 5.312 0.019
H -5.200 4.334 -0.505
H -4.980 3.498 3.093
H -6.099 4.126 1.853
H -4.742 5.117 2.402
H -0.852 2.539 -2.203
H -1.674 1.526 -0.996
H 0.327 0.503 -3.043
H -1.402 0.297 -3.085
H -2.282 -0.973 0.195
H -1.608 -2.356 1.078
H -3.251 -2.445 0.435
H -3.171 -4.143 -1.494
H -1.931 -4.574 -0.324
H -1.507 -4.434 -2.038
H 0.847 -1.699 -3.554
H -0.275 -1.127 -4.817
H 0.142 -2.843 -4.701
H -3.193 -2.763 -3.165
H -2.177 -3.779 -4.212
H -2.610 -2.132 -4.707
H 6.788 0.529 -0.787
H 6.621 0.100 -2.491
H 6.989 -1.170 -1.307
H 3.354 -1.445 -2.201
H 4.954 -2.003 -2.692
H 4.337 -0.481 -3.350
C -0.400 0.260 3.909
Se 1.066 0.037 2.642
C 1.789 -1.652 3.330
C 1.444 -2.855 2.484
Se 2.062 -2.589 0.663
C 1.306 -4.197 -0.113
H 0.066 0.570 4.841
H -0.952 -0.668 4.026
H -1.042 1.047 3.525
H 1.369 -1.767 4.330
H 2.864 -1.513 3.434
H 0.369 -3.026 2.444
H 1.935 -3.752 2.864
H 0.302 -4.335 0.266
H 1.948 -5.027 0.171
H 1.300 -4.079 -1.193
```